(1)
{
  "formula": "C23H51LiN4NbOP",
  "method": "ωB97M-V with the def2-TZVPD basis set",
  "species": ["N", "C", "O", "Li", "Nb", "N", "N", "C", "C", "C", "C", "C", "C", "C", "C", "H", "H", "H", "H", "H", "H", "H", "H", "H", "H", "H", "H", "H", "H", "H", "H", "H", "H", "C", "H", "H", "H", "C", "H", "H", "H", "C", "C", "C", "C", "P", "N", "C", "C", "C", "C", "C", "C", "C", "C", "H", "H", "H", "H", "H", "H", "H", "H", "H", "H", "H", "H", "H", "H", "H", "H", "H", "H", "H", "H", "H", "H", "H", "H", "H", "H", "H"],
  "coordinates": [[-1.87, -0.18, 0.04], [-2.92, -0.65, 0.46], [-3.90, -0.66, 1.15], [-2.27, 1.39, 1.49], [0.20, -0.09, 0.08], [0.25, 1.68, -0.87], [0.87, -1.56, -1.08], [-0.38, 2.45, -1.96], [0.22, -2.51, -1.98], [-0.05, 3.94, -1.82], [0.22, 2.00, -3.30], [-1.89, 2.27, -1.98], [-0.48, -3.57, -1.11], [1.25, -3.16, -2.90], [-0.84, -1.78, -2.80], [-0.36, 4.32, -0.84], [-0.60, 4.50, -2.59], [1.02, 4.14, -1.98], [1.31, 2.16, -3.33], [-0.24, 2.60, -4.11], [0.00, 0.95, -3.50], [-2.18, 1.22, -2.03], [-2.29, 2.79, -2.86], [-2.34, 2.73, -1.08], [0.25, -4.05, -0.45], [-0.93, -4.32, -1.78], [-1.27, -3.12, -0.49], [1.95, -3.79, -2.33], [1.80, -2.39, -3.46], [0.70, -3.80, -3.61], [-1.33, -2.51, -3.45], [-0.37, -1.02, -3.45], [-1.60, -1.29, -2.17], [1.68, 2.00, -0.64], [2.15, 1.22, -0.02], [2.25, 2.07, -1.58], [1.80, 2.97, -0.14], [2.24, -1.84, -0.61], [2.53, -1.13, 0.18], [2.31, -2.87, -0.21], [2.96, -1.71, -1.43], [2.76, 0.52, 5.27], [2.40, 0.30, 3.79], [2.91, 1.50, 2.97], [3.14, -0.94, 3.27], [0.57, 0.10, 3.50], [0.51, -0.30, 1.90], [-0.12, -1.18, 4.66], [-0.26, -0.60, 6.08], [-1.49, -1.70, 4.21], [0.80, -2.42, 4.74], [-0.42, 1.70, 3.59], [0.09, 2.56, 4.75], [-0.26, 2.46, 2.25], [-1.92, 1.37, 3.73], [3.84, 0.72, 5.30], [2.56, -0.36, 5.89], [2.27, 1.39, 5.70], [4.00, 1.57, 3.13], [2.74, 1.37, 1.90], [2.50, 2.46, 3.28], [2.95, -1.83, 3.88], [2.86, -1.17, 2.24], [4.22, -0.73, 3.30], [-1.00, 0.21, 6.14], [-0.62, -1.43, 6.71], [0.69, -0.27, 6.51], [-1.49, -2.00, 3.16], [-1.72, -2.59, 4.82], [-2.30, -0.99, 4.38], [0.99, -2.85, 3.75], [1.75, -2.23, 5.24], [0.26, -3.19, 5.32], [1.12, 2.91, 4.62], [-0.54, 3.46, 4.80], [-0.02, 2.07, 5.72], [-0.43, 1.82, 1.34], [-0.94, 3.33, 2.24], [0.75, 2.87, 2.13], [-2.23, 0.47, 3.14], [-2.20, 1.17, 4.77], [-2.54, 2.24, 3.41]],
  "mulliken_charge": [-0.453, 0.581, -0.486, 0.909, -0.589, 1.108, 0.496, 0.629, 1.017, -1.727, -1.130, -1.326, -1.390, -1.708, -1.248, 0.337, 0.468, 0.401, 0.377, 0.480, 0.080, 0.123, 0.534, 0.201, 0.324, 0.459, 0.212, 0.412, 0.387, 0.446, 0.561, 0.110, 0.175, -0.918, -0.120, 0.717, 0.380, -0.573, -0.312, 0.421, 0.353, -1.943, 1.526, -1.630, -1.301, 0.857, 0.313, 1.763, -1.717, -1.596, -1.888, 3.633, -1.696, -2.798, -3.095, 0.546, 0.345, 0.323, 0.657, 0.079, 0.261, 0.357, -0.058, 0.528, 0.291, 0.504, 0.289, 0.185, 0.534, 0.305, 0.347, 0.322, 0.633, 0.360, 0.533, 0.313, 0.772, 0.562, 0.229, 0.738, 0.249, 0.647],
  "e_homo_ev": [-14.283, -14.283],
  "fmax_ha_per_bohr": 0.075,
  "orbital_gap_ev": [7.17, 7.17],
  "total_energy_ev": -43718.83626,
  "total_charge": 2
}



(2)
{
  "formula": "C2H6NO3",
  "method": "ωB97M-V with the def2-TZVPD basis set",
  "species": ["O", "C", "O", "C", "N", "H", "H", "H", "H", "H", "H", "O"],
  "coordinates": [[2.14, -0.77, -0.24], [1.02, -0.55, 0.24], [0.67, 0.35, 1.06], [-0.16, -1.43, -0.27], [-1.49, -0.82, -0.19], [-0.15, -2.33, 0.34], [0.04, -1.73, -1.30], [-1.50, -0.33, 0.71], [-1.51, -0.02, -0.82], [0.60, 2.69, -0.55], [0.23, 2.04, 0.75], [0.12, 2.89, 0.26]],
  "nbo_charge": [-0.754, 0.751, -0.843, -0.339, -0.849, 0.177, 0.182, 0.367, 0.338, 0.455, 0.515, -0.997],
  "e_homo_ev": -4.265,
  "fmax_ha_per_bohr": 0.018,
  "orbital_gap_ev": 8.56,
  "total_energy_ev": -9805.98510,
  "total_charge": -1,
  "e_above_lowest_kcal_mol": 5.0
}



(3)
{
  "formula": "C6H2",
  "method": "ωB97M-V with the def2-TZVPD basis set",
  "species": ["C", "C", "C", "C", "C", "C", "H", "H"],
  "coordinates": [[2.99, 0.83, -1.99], [2.18, 1.71, -2.80], [2.26, 1.00, -0.85], [1.31, 0.71, -2.12], [0.87, 0.44, -0.81], [-0.02, -0.16, -0.03], [-0.89, -0.69, -0.27], [0.14, -0.11, 1.02]],
  "nbo_charge": [-0.173, 0.097, 0.150, -0.090, -0.046, -0.399, 0.236, 0.224],
  "e_homo_ev": -8.472,
  "fmax_ha_per_bohr": 0.062,
  "orbital_gap_ev": 7.59,
  "total_energy_ev": -6243.04761,
  "e_above_lowest_kcal_mol": 131.6
}



(4)
{
  "formula": "C4H5Cl",
  "method": "ωB97M-V with the def2-TZVPD basis set",
  "species": ["C", "C", "C", "C", "Cl", "H", "H", "H", "H", "H"],
  "coordinates": [[-0.03, -0.33, 0.31], [-0.37, -0.03, 1.52], [0.42, -0.50, -1.06], [0.74, 0.97, -1.06], [2.27, 1.54, -0.54], [-0.30, 0.96, 1.96], [-0.74, -0.80, 2.18], [1.29, -1.15, -1.15], [-0.35, -0.78, -1.76], [-0.03, 1.71, -1.19]],
  "nbo_charge": [0.106, -0.454, -0.493, -0.288, -0.008, 0.215, 0.214, 0.247, 0.243, 0.217],
  "e_homo_ev": -7.663,
  "fmax_ha_per_bohr": 0.059,
  "orbital_gap_ev": 8.67,
  "total_energy_ev": -16747.60441,
  "e_above_lowest_kcal_mol": 58.1
}



(5)
{
  "formula": "C8H21I2O2P2Pd",
  "method": "ωB97M-V with the def2-TZVPD basis set",
  "species": ["I", "I", "Pd", "P", "C", "C", "H", "H", "H", "H", "H", "H", "C", "H", "H", "H", "P", "C", "C", "H", "H", "H", "C", "H", "H", "H", "H", "H", "H", "C", "O", "C", "O", "H", "H", "H"],
  "coordinates": [[0.05, -1.86, -2.50], [-0.04, 2.99, -2.10], [0.00, 0.53, -1.15], [-2.14, -0.19, -0.15], [-3.22, 1.21, 0.36], [-3.03, -0.69, -1.68], [-4.04, -1.03, -1.44], [-3.78, -1.75, 0.81], [-2.44, -1.51, -2.13], [-2.10, -2.39, 0.87], [-3.12, 2.04, -0.37], [-3.03, 0.18, -2.35], [-2.73, -1.51, 1.02], [-4.26, 0.85, 0.37], [-2.64, -1.14, 2.05], [-2.94, 1.55, 1.37], [2.13, -0.10, -0.14], [3.16, 1.32, 0.39], [2.78, -1.40, 1.02], [2.52, -1.39, -2.12], [4.12, -0.88, -1.43], [3.04, 0.33, -2.32], [3.09, -0.55, -1.67], [2.18, -2.31, 0.87], [3.84, -1.59, 0.79], [4.22, 0.99, 0.41], [2.85, 1.62, 1.42], [2.67, -1.02, 2.05], [3.04, 2.16, -0.32], [-0.04, 1.93, 0.21], [-0.06, 2.57, 1.16], [-0.01, 0.23, 2.68], [-0.02, -0.37, 1.42], [-0.90, 0.86, 2.84], [0.89, 0.85, 2.83], [-0.01, -0.54, 3.46]],
  "nbo_charge": [0.449, 0.334, 0.382, 1.168, -0.962, -0.924, 0.303, 0.294, 0.217, 0.266, 0.267, 0.269, -0.908, 0.307, 0.266, 0.266, 1.153, -0.961, -0.909, 0.212, 0.306, 0.268, -0.919, 0.267, 0.294, 0.307, 0.263, 0.265, 0.268, 0.495, -0.378, -0.357, -0.322, 0.218, 0.220, 0.318],
  "e_homo_ev": [-19.710, -20.397],
  "fmax_ha_per_bohr": 0.082,
  "spin_multiplicity": 5,
  "s2": 6.063,
  "orbital_gap_ev": [6.70, 5.83],
  "total_energy_ev": -50955.77363,
  "total_charge": 3,
  "e_above_lowest_kcal_mol": 47.6
}



(6)
{
  "formula": "C6H13NO2",
  "method": "ωB97M-V with the def2-TZVPD basis set",
  "species": ["C", "C", "C", "C", "C", "N", "C", "O", "O", "H", "H", "H", "H", "H", "H", "H", "H", "H", "H", "H", "H", "H"],
  "coordinates": [[1.09, 0.06, 0.38], [-2.52, 0.81, 0.82], [1.90, -1.23, 0.19], [1.43, 1.08, -0.70], [-0.74, -1.26, -0.70], [-1.16, -0.74, -1.82], [-0.42, -0.28, 0.38], [-1.26, 0.91, 0.20], [1.45, 0.67, 1.61], [1.35, 0.03, 2.32], [-1.34, 0.27, -1.93], [-1.38, -1.32, -2.61], [-0.67, -0.72, 1.35], [-2.43, 0.74, 1.91], [-3.07, -0.07, 0.46], [-3.07, 1.71, 0.57], [2.96, -1.02, 0.33], [1.73, -1.63, -0.81], [1.59, -1.99, 0.91], [1.20, 0.69, -1.69], [2.50, 1.30, -0.65], [0.88, 1.99, -0.52]],
  "nbo_charge": [0.248, -0.244, -0.633, -0.628, 0.074, -0.739, -0.051, -0.572, -0.714, 0.464, 0.372, 0.391, 0.192, 0.168, 0.165, 0.193, 0.215, 0.230, 0.211, 0.206, 0.220, 0.233],
  "e_homo_ev": -7.913,
  "fmax_ha_per_bohr": 0.031,
  "orbital_gap_ev": 8.84,
  "total_energy_ev": -12015.58124,
  "e_above_lowest_kcal_mol": 72.5
}



(7)
{
  "formula": "H12O6",
  "method": "ωB97M-V with the def2-TZVPD basis set",
  "species": ["H", "H", "H", "H", "H", "H", "H", "H", "H", "H", "H", "H", "O", "O", "O", "O", "O", "O"],
  "coordinates": [[0.87, -0.99, 0.05], [1.34, 0.15, -0.80], [-1.08, -1.54, -1.19], [-1.32, -1.67, 0.30], [1.21, 2.94, -1.13], [2.30, 1.86, -0.65], [-4.06, -0.23, -1.02], [-3.20, -0.34, 0.35], [2.90, -2.46, 0.79], [3.57, -1.10, 0.54], [-1.14, 1.31, 0.63], [-1.43, 1.10, 2.06], [0.59, -0.45, -0.78], [-0.68, -1.42, -0.33], [1.94, 2.81, -0.55], [-3.86, 0.23, -0.20], [2.71, -1.56, 0.52], [-0.66, 1.36, 1.43]],
  "nbo_charge": [0.516, 0.393, 0.481, 0.427, 0.474, 0.466, 0.476, 0.471, 0.479, 0.481, 0.468, 0.452, -0.926, -0.896, -0.942, -0.948, -0.952, -0.919],
  "e_homo_ev": -8.949,
  "fmax_ha_per_bohr": 0.213,
  "orbital_gap_ev": 9.20,
  "total_energy_ev": -12474.92568,
  "e_above_lowest_kcal_mol": 142.7
}



(8)
{
  "formula": "C4H6INO",
  "method": "ωB97M-V with the def2-TZVPD basis set",
  "species": ["C", "N", "O", "H", "H", "H", "C", "C", "C", "I", "H", "H", "H"],
  "coordinates": [[1.13, -1.70, -0.14], [0.03, -2.34, -0.15], [-1.08, -2.16, 0.47], [1.93, -1.96, -0.79], [1.22, -0.83, 0.47], [-0.06, -3.07, -0.95], [0.52, 2.23, 0.11], [-0.77, 1.59, 0.06], [-1.67, 0.80, 0.20], [-3.44, -0.07, 0.10], [1.43, 1.70, 0.28], [0.28, 2.87, 1.03], [0.48, 2.95, -0.68]],
  "nbo_charge": [-0.201, -0.022, -0.523, 0.197, 0.199, 0.353, -0.690, -0.030, -0.293, 0.295, 0.234, 0.243, 0.239],
  "smiles": "C=[NH+][O-].CC#CI",
  "e_homo_ev": -8.591,
  "fmax_ha_per_bohr": 0.075,
  "orbital_gap_ev": 9.36,
  "total_energy_ev": -15878.15807,
  "e_above_lowest_kcal_mol": 130.5
}



Copy entry 6 word for word.
{
  "formula": "C6H13NO2",
  "method": "ωB97M-V with the def2-TZVPD basis set",
  "species": ["C", "C", "C", "C", "C", "N", "C", "O", "O", "H", "H", "H", "H", "H", "H", "H", "H", "H", "H", "H", "H", "H"],
  "coordinates": [[1.09, 0.06, 0.38], [-2.52, 0.81, 0.82], [1.90, -1.23, 0.19], [1.43, 1.08, -0.70], [-0.74, -1.26, -0.70], [-1.16, -0.74, -1.82], [-0.42, -0.28, 0.38], [-1.26, 0.91, 0.20], [1.45, 0.67, 1.61], [1.35, 0.03, 2.32], [-1.34, 0.27, -1.93], [-1.38, -1.32, -2.61], [-0.67, -0.72, 1.35], [-2.43, 0.74, 1.91], [-3.07, -0.07, 0.46], [-3.07, 1.71, 0.57], [2.96, -1.02, 0.33], [1.73, -1.63, -0.81], [1.59, -1.99, 0.91], [1.20, 0.69, -1.69], [2.50, 1.30, -0.65], [0.88, 1.99, -0.52]],
  "nbo_charge": [0.248, -0.244, -0.633, -0.628, 0.074, -0.739, -0.051, -0.572, -0.714, 0.464, 0.372, 0.391, 0.192, 0.168, 0.165, 0.193, 0.215, 0.230, 0.211, 0.206, 0.220, 0.233],
  "e_homo_ev": -7.913,
  "fmax_ha_per_bohr": 0.031,
  "orbital_gap_ev": 8.84,
  "total_energy_ev": -12015.58124,
  "e_above_lowest_kcal_mol": 72.5
}



- What is the formula in the seventh record?
  H12O6